No. 1
This record from the OMol25 dataset describes a structure of composition C22H16N7O2PtSSe. The level of theory is the ωB97M-V functional and the def2-TZVPD basis.

Structure (XYZ):
```
50
Properties=species:S:1:pos:R:3:forces:R:3:mulliken_charge:R:1
Pt 0.40821 0.35323 0.07683 -1.6 0.4 -0.2 0.2239
O -2.07966 -2.50125 -1.34739 0.2 0.0 -0.1 -0.6334
C -1.26284 -1.64178 -1.12566 -0.3 -0.1 0.2 0.2171
N -0.86780 -1.15130 0.09805 0.1 0.0 0.0 0.4580
C -1.26084 -1.61899 1.32903 -0.3 0.0 -0.2 0.2552
O -2.09919 -2.45313 1.57245 0.2 0.0 0.1 -0.6396
C -0.53035 -0.88530 2.43076 0.0 0.1 0.4 0.4305
C -0.71079 -1.24824 3.75312 -0.1 0.0 -0.1 -0.6839
C -0.09103 -0.50893 4.74711 0.1 0.1 0.0 -0.3414
C 0.66955 0.59336 4.38471 -0.1 -0.1 0.0 -0.7393
C 0.82702 0.88612 3.04230 0.1 0.1 0.0 0.0150
N 0.25907 0.15375 2.08648 -0.1 -0.4 0.2 0.0736
C -0.55588 -0.91082 -2.24286 0.1 0.1 -0.4 0.3658
C -0.73931 -1.29439 -3.55868 -0.1 0.0 0.2 -0.7736
C -0.13454 -0.56444 -4.56755 0.1 0.1 0.0 -0.3715
C 0.60949 0.55686 -4.22779 -0.1 -0.1 0.0 -0.7466
C 0.77033 0.87280 -2.89170 0.1 0.1 0.0 0.1236
N 0.22505 0.14308 -1.91906 -0.2 -0.4 -0.2 0.1449
H -1.34067 -2.10092 3.96572 0.0 0.0 0.0 0.5526
H -0.20296 -0.78251 5.78709 0.0 0.0 0.0 0.4553
H 1.14080 1.21711 5.13005 0.0 0.0 0.0 0.4212
H 1.41408 1.73293 2.71323 0.0 0.0 0.0 0.4132
H -1.36044 -2.15755 -3.75406 0.0 0.0 0.0 0.5567
H -0.24279 -0.85956 -5.60198 0.0 0.0 0.0 0.4609
H 1.06780 1.17585 -4.98503 0.0 0.0 0.0 0.4418
H 1.34398 1.73511 -2.58288 0.0 0.0 0.0 0.3116
Se 2.83549 3.27574 -0.24125 -0.3 -0.5 0.1 0.3160
N 4.46273 2.61712 -0.20269 0.3 0.1 0.0 -0.7821
C 4.40301 1.30971 -0.01644 -0.8 0.2 0.0 0.5832
C 5.47376 0.39199 0.10026 0.4 -0.6 0.1 -0.4809
C 5.16107 -0.92646 0.27891 0.8 0.4 -0.1 -0.6476
C 3.81345 -1.35803 0.32761 -0.9 0.9 -0.1 -0.3117
N 2.79351 -0.53309 0.22805 1.3 -1.4 0.3 -0.3602
C 3.07501 0.76890 0.08106 0.4 1.0 0.0 0.6779
N 2.07216 1.65942 0.00969 1.0 -0.6 0.0 -0.6147
H 6.49632 0.73999 0.05074 0.0 0.0 0.0 0.4955
H 5.94619 -1.66320 0.38250 0.0 0.0 0.0 0.4011
H 3.55492 -2.40276 0.44872 0.1 -0.1 0.0 0.4904
S -1.44708 2.47684 0.25535 -0.7 0.5 -0.1 -0.4023
C -2.76713 1.48148 -0.11402 0.7 0.8 0.4 0.2973
N -3.46999 0.92407 0.91465 -0.1 -0.2 -0.2 0.0189
C -4.46353 0.02098 0.74502 -0.1 -0.1 -0.2 -0.3152
C -4.83587 -0.35100 -0.50957 -0.2 -0.1 0.2 -0.5603
C -4.20958 0.25895 -1.61126 0.3 0.2 0.1 -0.3025
C -3.19897 1.16643 -1.41854 -0.3 -0.4 -0.2 -0.4658
H -3.19704 1.21542 1.84274 0.0 0.0 0.0 0.2962
H -4.92190 -0.37457 1.63891 0.0 0.0 0.0 0.4085
H -5.60127 -1.09836 -0.64589 0.0 0.0 0.0 0.4206
H -4.52647 0.00185 -2.61312 0.0 0.0 0.0 0.4127
H -2.70510 1.65745 -2.24374 0.0 0.0 0.0 0.4335
```
Positions in Å, forces in eV/Å.

E = -117022.61421 eV
HOMO = -9.308 eV
energy relative to the best compared isomer or geometry (same formula, charge and spin) = 26.8 kcal per mole
net charge = +1
Kohn-Sham gap = 0.1727 Ha

No. 2
This record from the OMol25 dataset describes an isolated molecule of C5H6O. The level of theory is the ωB97M-V functional and the def2-TZVPD basis.

Structure (XYZ):
```
12
Properties=species:S:1:pos:R:3:forces:R:3:mulliken_charge:R:1
C -0.11909 -0.24510 -1.53334 -0.4 -2.2 0.6 -0.7257
C -0.03980 -1.17931 -0.57687 1.2 -1.8 -1.6 -0.4376
C -0.23264 -1.98741 1.99311 -0.9 0.1 -1.2 -0.4272
C -0.13004 -0.96695 0.87242 -0.8 0.5 0.8 1.3170
C 0.02550 0.42677 1.42031 2.9 -0.9 0.6 -1.4750
O -1.36181 -1.55235 1.50485 1.1 -0.7 0.5 -0.2103
H 0.00573 -0.61886 -2.56180 -0.2 0.9 0.5 0.2597
H 0.22155 -2.19535 -0.99949 -0.3 0.9 1.1 0.2486
H -0.55477 0.65474 -1.20998 0.0 1.7 -0.4 0.2933
H 0.99635 0.84299 0.99217 -1.7 0.1 0.3 0.3386
H 0.21423 0.36824 2.51581 -0.2 -0.1 -0.6 0.4343
H -0.90095 0.91434 1.31008 -0.8 1.4 -0.5 0.3842
```
Positions in Å, forces in eV/Å.

E = -7325.14875 eV
HOMO = -9.186 eV
energy relative to the best compared isomer or geometry (same formula, charge and spin) = 95.4 kcal per mole
Kohn-Sham gap = 0.3600 Ha

No. 3
This record from the OMol25 dataset describes a structure of composition C69H57N7P2PdS. The level of theory is the ωB97M-V functional and the def2-TZVPD basis.

Structure (XYZ):
```
137
Properties=species:S:1:pos:R:3:forces:R:3:mulliken_charge:R:1
Pd -0.79686 -0.11109 -0.97550 -0.3 -1.0 1.0 0.4030
C 4.65931 1.78764 1.07845 0.0 0.0 0.0 -1.0085
N 3.72715 1.03560 0.25867 0.0 0.0 0.1 0.5303
C 2.35902 1.08525 0.26956 -0.1 0.1 -0.1 -1.0848
N 1.86800 0.26729 -0.62809 -0.1 0.1 -0.1 0.6010
C 2.90837 -0.33771 -1.25681 -0.1 -0.2 0.1 -1.6301
C 4.08543 0.11261 -0.69751 0.2 0.2 0.0 0.3837
C 5.50585 -0.23113 -0.91666 -0.1 -0.1 0.0 -0.7582
C 6.00295 -1.43888 -0.43567 0.0 0.0 0.0 0.3956
C 7.32485 -1.79733 -0.65983 0.0 0.0 0.0 -0.8654
C 8.16336 -0.94477 -1.36263 0.0 0.0 0.0 -0.3681
C 7.67834 0.26725 -1.83721 0.0 0.0 0.0 -0.8683
C 6.35640 0.62018 -1.61619 0.0 0.1 0.0 0.0890
C 2.67326 -1.46042 -2.24172 0.1 -0.1 0.0 3.3886
C 1.23025 -1.54635 -2.83619 0.3 -0.2 0.0 1.4932
C 1.10272 -1.59590 -4.31582 -0.1 0.0 0.1 -1.3404
C 2.15372 -1.54777 -5.12630 0.2 -0.1 0.1 -0.8937
C 3.51922 -1.52142 -4.57895 -0.1 0.0 -0.1 -0.9711
C 3.76654 -1.50899 -3.27269 0.0 -0.1 0.0 -1.1789
P 1.41668 2.23848 1.30684 0.2 0.3 0.0 -0.8148
C 0.25008 1.21632 2.25402 0.1 -0.3 0.0 -0.4668
N -0.87592 0.67066 1.85418 -0.3 0.5 0.1 0.6231
C -1.50138 0.19877 2.97839 0.0 -0.2 -0.3 -0.4720
C -0.69815 0.39582 4.07089 0.3 0.2 0.4 0.9912
N 0.41819 1.05355 3.60473 -0.1 0.1 0.0 0.3980
C 1.55014 1.48231 4.40644 0.0 -0.1 -0.1 -0.9051
C -0.85093 -0.02683 5.47465 0.0 -0.1 -0.1 -0.6405
C -0.82962 0.88262 6.52815 0.0 0.0 0.0 0.0590
C -1.00040 0.44717 7.83388 0.0 0.0 0.0 -0.8488
C -1.20509 -0.90066 8.09527 0.0 0.0 0.0 -0.4206
C -1.23613 -1.81318 7.05022 0.0 0.1 -0.1 -0.9233
C -1.05765 -1.37792 5.74581 0.0 0.0 0.1 0.0514
C -2.83202 -0.42959 2.94179 0.1 0.0 0.0 -0.1555
C -3.72875 -0.25568 3.99130 -0.1 0.0 0.1 -0.5817
C -4.96589 -0.88177 3.96927 0.0 0.0 -0.1 -0.8269
C -5.32271 -1.67912 2.89060 0.0 0.0 0.0 -0.7311
C -4.44052 -1.83729 1.82991 0.1 0.1 0.0 -0.5062
C -3.20112 -1.21587 1.85634 -0.1 0.0 -0.1 0.8493
C 0.31835 3.02082 0.08046 -0.1 -0.5 0.1 -0.9229
N -0.27763 2.40876 -0.91378 0.1 -0.2 -0.3 0.6456
C -0.94936 3.35418 -1.63681 -0.1 -0.2 -0.1 -0.1797
C -0.79079 4.57484 -1.01978 0.1 0.2 0.0 0.6010
N 0.02747 4.35258 0.06465 0.0 0.1 0.0 0.6168
C 0.47859 5.37533 0.99127 0.0 -0.1 0.1 -0.9798
C -1.32912 5.92350 -1.29237 0.0 -0.1 0.0 -1.0765
C -0.50599 6.94841 -1.74825 0.0 0.0 0.0 0.0515
C -1.02598 8.21093 -1.99317 0.0 0.0 0.0 -0.8188
C -2.37584 8.45752 -1.78623 0.0 0.0 0.0 -0.3870
C -3.20435 7.44018 -1.33157 0.0 0.0 0.0 -0.7103
C -2.68186 6.18049 -1.08289 0.0 0.0 0.0 0.1940
C -1.63989 2.99406 -2.89908 0.1 0.1 0.1 0.8254
C -1.66659 1.66766 -3.32974 -0.2 0.3 0.0 0.6821
C -2.29460 1.31978 -4.51151 0.0 0.0 0.0 -0.8041
C -2.90973 2.28675 -5.29534 0.0 0.0 0.0 -0.7163
C -2.87778 3.61090 -4.88549 0.0 -0.1 0.1 -0.9528
C -2.24328 3.96044 -3.70095 -0.1 0.1 -0.1 -0.2603
H 4.15548 2.11977 1.98347 0.0 0.0 0.0 0.3903
H 5.49715 1.14576 1.34515 0.0 0.0 0.0 0.3592
H 5.03572 2.66089 0.54460 0.0 0.0 0.0 0.2863
H 5.34093 -2.09997 0.11041 0.0 0.0 0.0 0.5227
H 7.69780 -2.74196 -0.28796 0.0 0.0 0.0 0.4238
H 9.19217 -1.22366 -1.54523 0.0 0.0 0.0 0.3994
H 8.32628 0.93243 -2.39149 0.0 0.0 0.0 0.4153
H 5.96820 1.55298 -2.00616 0.0 0.0 0.0 0.5178
H 0.57840 -0.78128 -2.40214 0.0 0.4 -0.3 -0.8884
H 0.09901 -1.66288 -4.72358 0.0 0.1 0.0 0.4421
H 2.02506 -1.55876 -6.20061 0.0 0.0 0.0 0.3799
H 4.35230 -1.53864 -5.27173 0.0 0.0 0.0 0.4522
H 4.79538 -1.52800 -2.93683 0.0 0.0 0.0 0.2934
H 1.65514 0.80933 5.25443 0.0 0.0 0.0 0.4426
H 2.45651 1.43951 3.80621 0.0 0.0 0.0 0.1817
H 1.41524 2.50176 4.76996 0.0 0.0 0.0 0.2831
H -0.69256 1.93710 6.32283 0.0 0.0 0.0 0.4438
H -0.98554 1.16159 8.64571 0.0 0.0 0.0 0.4030
H -1.34497 -1.23926 9.11330 0.0 0.0 0.0 0.3948
H -1.40120 -2.86351 7.24717 0.0 0.0 0.0 0.4339
H -1.08779 -2.07975 4.92194 0.0 0.0 0.0 0.5654
H -3.46162 0.37560 4.83184 0.0 0.0 0.0 0.5220
H -5.65616 -0.73710 4.78984 0.0 0.0 0.0 0.4218
H -6.28735 -2.16999 2.87348 0.0 0.0 0.0 0.4199
H -4.70852 -2.44011 0.97124 0.0 0.0 0.0 0.5435
H -2.52272 -1.30037 1.01582 0.1 -0.1 0.0 -0.2363
H -0.32883 6.08504 1.15978 0.0 0.0 0.0 0.3554
H 0.75040 4.90551 1.93439 0.0 0.0 0.0 0.3656
H 1.34295 5.90994 0.59618 0.0 0.0 0.0 0.3105
H 0.54258 6.74519 -1.92739 0.0 0.0 0.0 0.4892
H -0.37919 8.99922 -2.35417 0.0 0.0 0.0 0.3993
H -2.78344 9.43962 -1.98424 0.0 0.0 0.0 0.3956
H -4.25759 7.62706 -1.17186 0.0 0.0 0.0 0.4122
H -3.32044 5.37604 -0.73889 0.0 0.0 0.0 0.4764
H -1.22197 0.89528 -2.71278 0.2 -0.1 -0.1 -0.5137
H -2.29680 0.28117 -4.81907 0.0 0.0 0.0 0.4353
H -3.40164 2.01182 -6.21914 0.0 0.0 0.0 0.4273
H -3.34272 4.38039 -5.48712 0.0 0.0 0.0 0.4221
H -2.22001 5.00277 -3.41721 0.0 0.0 0.0 0.3800
S -5.80392 0.78724 -0.62541 -0.3 0.0 0.1 -0.2456
C -4.93417 1.85428 0.38517 0.1 0.0 0.0 -0.3880
C -3.60494 1.70953 0.15608 0.2 0.0 0.0 -0.9240
N -3.26593 0.77865 -0.79219 -0.1 0.1 0.0 0.7800
C -4.33549 0.22709 -1.27881 0.4 -0.1 -0.1 -0.5819
H -5.42145 2.50531 1.08864 0.0 0.0 0.0 0.4745
H -2.80711 2.23740 0.65716 0.0 0.0 0.1 0.2490
H -4.30759 -0.54202 -2.03488 0.0 0.0 0.0 0.2531
C 2.83587 -4.99551 -2.51515 -0.1 0.0 -0.1 -0.8476
C 1.45784 -5.05549 -3.02429 0.1 0.0 0.1 -0.9752
C 0.58417 -4.07820 -2.79019 0.0 0.0 -0.1 -1.3723
C 0.92323 -2.84792 -2.01562 0.2 0.0 0.0 2.8267
C 2.38798 -2.79952 -1.45289 0.0 0.0 -0.1 -0.4922
C 3.26004 -3.96596 -1.78940 0.0 0.0 0.0 -1.0946
P -0.36838 -2.37912 -0.70331 -0.4 0.6 -0.6 1.8741
C -1.86180 -3.36268 -1.19864 0.2 -0.1 0.1 0.8979
C -2.59553 -2.87964 -2.28403 0.0 0.1 0.0 -0.9572
C -3.73407 -3.52924 -2.72751 -0.1 0.0 0.0 -0.8368
C -4.19204 -4.66733 -2.06966 0.1 0.0 0.0 -0.8115
C -3.49440 -5.13841 -0.96911 0.0 0.1 0.0 -0.6909
C -2.33766 -4.49308 -0.54420 0.0 -0.1 0.2 -0.5546
C 0.29636 -3.36143 0.69662 -0.2 0.1 0.2 -0.6131
C 0.52265 -2.67912 1.88899 0.0 0.0 0.1 0.2110
C 1.04906 -3.33774 2.99526 0.0 0.0 0.0 -0.7508
C 1.35779 -4.68566 2.91567 0.0 -0.1 0.0 -0.9495
C 1.15578 -5.37452 1.72355 0.0 0.1 0.1 -1.0723
C 0.63014 -4.71460 0.62509 0.1 0.0 -0.2 -0.3024
H 3.50865 -5.81407 -2.73872 0.0 0.0 0.0 0.4192
H 1.15037 -5.92149 -3.59650 0.0 0.0 0.0 0.4097
H -0.42218 -4.17002 -3.18451 0.0 0.1 0.0 0.4683
H 2.43249 -2.62234 -0.37407 0.0 0.0 0.0 0.5414
H 4.28013 -3.94996 -1.42083 0.0 0.0 0.0 0.4246
H -2.26369 -1.95934 -2.75985 0.0 0.0 0.0 0.7307
H -4.27655 -3.14165 -3.58114 0.0 0.0 0.0 0.5195
H -5.08655 -5.17345 -2.40783 0.0 0.0 0.0 0.3608
H -3.84319 -6.01069 -0.43172 0.0 0.0 0.0 0.4283
H -1.81938 -4.87475 0.32623 0.0 0.0 0.0 0.3435
H 0.29032 -1.62097 1.93687 0.0 0.0 0.0 0.2747
H 1.22130 -2.79542 3.91724 0.0 0.0 0.0 0.5497
H 1.76269 -5.20463 3.77529 0.0 0.0 0.0 0.4082
H 1.41249 -6.42286 1.65101 0.0 0.0 0.0 0.4593
H 0.50271 -5.25012 -0.30957 0.0 0.0 0.0 0.5845
```
Positions in Å, forces in eV/Å.

E = -115801.36599 eV
HOMO = -5.334 eV
Kohn-Sham gap = 0.2097 Ha